Record 1
This record from the OMol25 dataset describes a 2-piece molecular cluster, C5H8O overall. The level of theory is ωB97M-V/def2-TZVPD.

CARTESIAN COORDINATES (ANGSTROEM)
C  -1.571  1.500  -0.024
C  -0.504  1.007  0.520
C  0.632  0.353  0.648
C  0.794  -0.981  1.320
H  -1.675  1.074  -1.033
H  -2.289  2.221  0.351
H  1.537  0.865  0.328
H  -0.148  -1.540  1.358
H  1.129  -0.792  2.340
H  1.555  -1.604  0.831
C  0.137  -0.517  -1.632
O  -0.734  0.091  -2.218
H  1.201  -0.243  -1.739
H  -0.064  -1.436  -1.052

The LUMO energy is 0.92 eV. Its energy relative to the best compared isomer or geometry (same formula, charge and spin) is 3.181 eV. The HOMO energy comes out at -9.606 eV. Its gap between HOMO and LUMO is 10.52 eV.

Atomic partial charges in e from the Mulliken method, atoms 1 to 4: atom 1 (C): -0.71, atom 2 (C): 0.21, atom 3 (C): -0.43, atom 4 (C): -1.04

***

Record 2
This record from the OMol25 dataset describes C2H2BrF2I as an isolated structure in a non-equilibrium geometry. The level of theory is ωB97M-V/def2-TZVPD.

CARTESIAN COORDINATES (ANGSTROEM)
C  0.926  -0.572  0.458
C  -0.794  0.579  -0.493
F  2.025  0.123  0.242
F  0.938  -1.711  -0.228
Br  -0.983  2.004  0.737
I  -2.465  -0.625  -0.820
H  0.647  -0.701  1.500
H  -0.294  0.903  -1.395

The LUMO energy (spin up / spin down) is 0.01 / 0.01 eV. Its energy relative to the best compared isomer or geometry (same formula, charge and spin) is 2.113 eV. The HOMO energy (spin up / spin down) comes out at -8.885 / -8.884 eV. Its gap between HOMO and LUMO (spin up / spin down) is 8.89 / 8.89 eV.

Atomic partial charges in e from the Mulliken method, atoms 1 to 4: atom 1 (C): 0.20, atom 2 (C): -0.66, atom 3 (F): -0.18, atom 4 (F): -0.19

***

Record 3
This record from the OMol25 dataset describes C5H7NO as an isolated structure in a non-equilibrium geometry. The level of theory is ωB97M-V/def2-TZVPD.

CARTESIAN COORDINATES (ANGSTROEM)
C  2.465  0.011  0.747
N  1.247  0.787  0.604
C  0.287  0.301  -0.028
O  0.095  -0.952  -0.614
C  -1.193  -0.503  -1.086
C  -2.055  -0.082  0.176
C  -1.061  0.823  -0.428
H  3.265  0.558  0.235
H  2.743  -0.055  1.805
H  2.400  -0.999  0.326
H  -1.980  -1.160  -1.370
H  -1.880  -0.694  1.050
H  -3.097  0.164  -0.057
H  -1.276  1.822  -0.774

The LUMO energy is 1.06 eV. Its energy relative to the best compared isomer or geometry (same formula, charge and spin) is 3.812 eV. The HOMO energy comes out at -8.938 eV. Its gap between HOMO and LUMO is 10.00 eV.

Atomic partial charges in e from the Mulliken method, atoms 1 to 4: atom 1 (C): -0.74, atom 2 (N): -0.51, atom 3 (C): 0.65, atom 4 (O): -0.42

***

Record 4
This record from the OMol25 dataset describes one molecule with the formula C7H5Cl3N2OS in a non-equilibrium geometry. The level of theory is ωB97M-V/def2-TZVPD.

CARTESIAN COORDINATES (ANGSTROEM)
C  -1.423  -0.476  -1.610
C  -0.273  2.037  0.974
C  -0.946  1.344  -0.135
C  -0.482  0.153  2.406
C  -0.298  -0.905  1.629
C  -0.550  0.160  -0.653
C  1.661  -1.216  -1.790
N  -2.075  -1.129  -2.271
N  -0.081  1.368  2.044
O  2.036  0.758  0.008
S  1.297  0.490  -1.229
Cl  -2.548  2.024  -0.387
Cl  -1.387  0.052  3.880
Cl  -0.937  -2.495  1.734
H  -0.023  3.056  0.856
H  0.501  -0.770  0.791
H  2.675  -1.125  -2.309
H  1.049  -1.226  -2.733
H  1.805  -2.100  -1.206

The LUMO energy is -1.29 eV. Its energy relative to the best compared isomer or geometry (same formula, charge and spin) is 2.109 eV. The HOMO energy comes out at -9.016 eV. Its gap between HOMO and LUMO is 7.72 eV.

Atomic partial charges in e from the Mulliken method, atoms 1 to 4: atom 1 (C): -0.33, atom 2 (C): -0.39, atom 3 (C): 0.24, atom 4 (C): 0.30

***

Record 5
This record from the OMol25 dataset describes a 5-piece molecular cluster, C26H36F4N3O13 overall in a non-equilibrium geometry. The level of theory is ωB97M-V/def2-TZVPD.

CARTESIAN COORDINATES (ANGSTROEM)
C  -4.550  1.495  1.053
C  -5.245  0.535  0.025
C  -4.171  -0.021  -0.937
N  -3.263  -1.023  -0.256
C  -1.937  -0.634  -0.497
C  -1.062  -0.206  0.493
C  0.232  0.200  0.158
C  0.625  0.166  -1.220
C  1.974  0.603  -1.827
C  3.076  0.988  -0.820
C  2.777  2.268  0.014
C  1.909  3.326  -0.683
N  2.525  3.917  -1.879
C  1.739  4.938  -2.432
C  1.919  5.345  -3.904
O  0.872  5.511  -1.789
C  -0.293  -0.304  -2.126
N  -1.534  -0.692  -1.770
H  -3.458  1.493  0.903
H  -4.893  2.523  0.880
H  -4.749  1.197  2.093
H  -5.829  -0.264  0.501
H  -5.911  1.164  -0.586
H  -3.561  0.850  -1.241
H  -4.601  -0.427  -1.866
H  -3.435  -0.972  0.744
H  -1.393  -0.181  1.533
H  0.931  0.537  0.925
H  1.796  1.368  -2.601
H  2.361  -0.272  -2.384
H  3.996  1.162  -1.401
H  3.285  0.136  -0.152
H  3.753  2.741  0.220
H  2.336  2.066  1.011
H  0.884  2.987  -0.927
H  1.784  4.152  0.034
H  2.737  3.237  -2.602
H  1.359  6.279  -4.052
H  2.962  5.556  -4.178
H  1.440  4.611  -4.574
H  -0.062  -0.390  -3.191
H  -2.185  -1.017  -2.487
C  3.291  -4.264  1.854
C  2.890  -2.829  1.664
O  4.092  -2.185  1.335
C  4.861  -3.132  0.702
O  5.816  -2.886  0.050
O  4.371  -4.381  0.917
F  2.424  -2.297  2.823
H  3.653  -4.469  2.862
H  2.492  -4.962  1.624
H  2.162  -2.661  0.864
C  -0.202  4.610  4.066
C  0.857  5.281  3.231
O  1.948  4.378  3.335
C  1.410  3.144  3.522
O  2.008  2.126  3.386
O  0.101  3.223  3.875
F  1.220  6.471  3.756
H  -0.116  4.859  5.125
H  -1.211  4.842  3.731
H  0.590  5.412  2.180
C  -2.092  -4.403  -4.948
C  -2.525  -2.969  -5.103
O  -1.324  -2.310  -5.437
C  -0.545  -3.240  -6.088
O  0.406  -2.974  -6.733
O  -1.024  -4.495  -5.891
F  -2.988  -2.451  -3.924
H  -1.712  -4.617  -3.946
H  -2.885  -5.109  -5.181
H  -3.265  -2.805  -5.888
C  -1.058  -3.013  4.538
C  -1.827  -4.295  4.716
O  -1.098  -5.208  3.917
C  0.193  -4.766  3.912
O  1.123  -5.418  3.572
O  0.275  -3.486  4.357
F  -3.087  -4.189  4.226
H  -1.372  -2.462  3.648
H  -1.128  -2.356  5.402
H  -1.866  -4.660  5.744

The LUMO energy is -3.91 eV. Its energy relative to the best compared isomer or geometry (same formula, charge and spin) is 0.562 eV. The HOMO energy comes out at -11.895 eV. Its gap between HOMO and LUMO is 7.98 eV. The net charge is +1.

Atomic partial charges in e from the Mulliken method, atoms 1 to 4: atom 1 (C): -0.78, atom 2 (C): -0.78, atom 3 (C): -0.57, atom 4 (N): -0.25